DFT (ωB97M-V/def2-TZVPD) results for a cluster of 4 separate species, C13H31BrN4O12PS4 in total at a distorted geometry.

Atoms and positions in Å:
O  1.3694  2.3270  5.2911
C  1.1493  1.5112  4.3649
Br  -0.1555  2.0463  2.9803
C  1.9241  0.0843  4.3267
N  1.0104  -1.0418  4.7509
N  -0.3373  -1.1153  4.5308
C  -0.7750  -2.3467  5.1450
N  0.3098  -3.0643  5.7491
C  1.4628  -2.2293  5.4728
N  2.7229  -2.5364  5.8380
P  3.2421  -3.9610  6.7544
O  4.9227  -4.1673  6.4107
O  3.1560  -3.5489  8.4071
S  2.3620  -5.6086  6.2803
H  2.7355  0.1359  5.1473
H  2.4312  -0.1079  3.3227
H  -0.9675  -0.4710  4.0350
H  -1.8600  -2.6845  5.1347
H  3.4591  -1.8445  5.5933
H  5.3103  -3.3065  6.1084
H  2.6117  -2.7219  8.4366
O  0.3609  0.8060  -1.9492
S  -0.0028  2.0377  -1.3004
O  -0.9911  2.0812  -0.2513
O  -0.3861  3.1313  -2.4240
C  -1.4208  2.8136  -3.3606
C  -2.7969  2.8749  -2.7251
C  1.4672  2.8268  -0.7060
H  -1.2382  1.8358  -3.8159
H  -1.3646  3.5559  -4.1611
H  -2.9150  2.1021  -1.9629
H  -3.5768  2.7265  -3.4752
H  -2.9522  3.8391  -2.2348
H  2.2131  2.8339  -1.4988
H  1.8292  2.2511  0.1464
H  1.2205  3.8401  -0.3903
O  5.6215  -5.5360  1.5661
S  5.2740  -4.3097  2.2285
O  4.2861  -4.2653  3.2781
O  4.9011  -3.1966  1.1149
C  3.8628  -3.4935  0.1783
C  2.4882  -3.4236  0.8185
C  6.7543  -3.5460  2.8307
H  4.0337  -4.4685  -0.2869
H  3.9254  -2.7437  -0.6148
H  2.3637  -4.2027  1.5733
H  1.7048  -3.5561  0.0692
H  2.3449  -2.4617  1.3189
H  7.4998  -3.5393  2.0375
H  7.1093  -4.1365  3.6762
H  6.5210  -2.5331  3.1581
O  -4.7113  2.5701  -5.9469
S  -5.1249  3.4163  -7.0377
O  -5.1765  4.8494  -6.9116
O  -6.5457  2.8901  -7.6016
C  -7.6433  2.7895  -6.6923
C  -8.2052  4.1526  -6.3325
C  -4.1514  3.0248  -8.4640
H  -7.3493  2.2333  -5.7970
H  -8.4193  2.2047  -7.1933
H  -7.4791  4.7438  -5.7712
H  -9.1016  4.0517  -5.7166
H  -8.4536  4.7169  -7.2346
H  -4.1306  1.9444  -8.5956
H  -3.1436  3.4025  -8.2893
H  -4.5857  3.5177  -9.3331

Calculated values
net charge: +1
HOMO energy: -11.81 eV
E_LUMO: -3.856 eV
electronic energy: -6143.6592 a.u.

Results of the natural (NBO) charge analysis, in e, for atoms 1 through 4:
1. O -0.45
2. C 0.44
3. Br 0.08
4. C -0.32

---

DFT (ωB97M-V/def2-TZVPD) results for a structure of composition C13H31KO6 at a distorted geometry.

Atoms and positions in Å:
K  0.4087  0.4620  0.1806
O  3.8626  3.0503  -1.0675
C  2.7180  2.3460  -0.6552
O  2.2043  2.4902  0.4767
O  2.3417  1.5209  -1.6038
H  3.8527  3.0391  -2.0513
C  -1.4208  3.2601  -1.2436
C  -1.1081  3.7398  0.1440
O  -1.1963  2.6373  1.0319
C  -0.9676  2.9472  2.4311
C  -1.0242  1.6954  3.3446
H  -2.4252  2.7935  -1.3625
H  -1.3477  4.0488  -1.9448
H  -0.6297  2.6233  -1.6263
H  -0.1068  4.0721  0.1433
H  -1.7784  4.5259  0.4793
H  0.0342  3.4556  2.5221
H  -1.6960  3.7275  2.7542
H  -0.7669  2.1071  4.3431
H  -0.2468  0.9803  2.9864
H  -2.0614  1.3271  3.3364
C  0.7235  -3.2289  2.0891
C  1.5276  -3.1174  0.7928
O  1.8610  -1.7546  0.5977
C  3.1272  -1.5170  0.0332
C  3.1888  -1.8138  -1.4370
H  1.2567  -2.9110  2.9649
H  -0.1589  -2.5934  1.9885
H  0.4533  -4.2802  2.2627
H  2.4179  -3.7616  0.7375
H  0.9469  -3.4898  -0.0702
H  3.3003  -0.4495  0.2147
H  3.9064  -2.0376  0.6282
H  2.5258  -1.1175  -1.8901
H  2.9528  -2.8627  -1.7035
H  4.1433  -1.5247  -1.8414
C  -0.3748  -1.6016  -2.7627
C  -1.7189  -1.6811  -2.1652
O  -1.6921  -0.7704  -1.0937
C  -2.8701  -0.4468  -0.3746
C  -3.2665  -1.5587  0.5995
H  -0.1534  -0.5917  -3.0017
H  0.4165  -2.1172  -2.2151
H  -0.4060  -2.1865  -3.7237
H  -2.4578  -1.3254  -2.8937
H  -1.9369  -2.7067  -1.8489
H  -2.5935  0.4601  0.1325
H  -3.7022  -0.3133  -1.0823
H  -4.1863  -1.3158  1.1661
H  -2.4689  -1.7601  1.2994
H  -3.4079  -2.4744  -0.0218

Calculated values
HOMO energy: -8.30 eV
E_LUMO: 0.205 eV
electronic energy: -1565.3202 a.u.

Results of the natural (NBO) charge analysis, in e, for atoms 1 through 4:
1. K 0.91
2. O -0.75
3. C 0.95
4. O -0.79

---

DFT (ωB97M-V/def2-TZVPD) results for a cluster of 3 separate species, C13H31NO13P2S in total at a distorted geometry.

Atoms and positions in Å:
C  2.3928  -0.6689  -0.6168
C  1.6576  0.6276  -1.0730
C  1.3791  1.4707  0.1863
C  0.2556  2.5318  0.0756
N  0.0514  3.0172  1.4553
O  0.7412  3.7102  -0.5907
C  -0.0142  3.8665  -1.7169
O  0.3726  4.3062  -2.7502
O  -1.2860  3.4154  -1.4079
C  -1.0032  2.1978  -0.7092
S  -2.4642  1.5643  0.1663
C  -3.1240  0.2990  -0.9257
O  -3.4947  2.5447  0.3148
O  -2.1430  0.9528  1.4282
H  3.1231  -0.4239  0.1584
H  1.6564  -1.3833  -0.2420
H  2.9208  -1.1368  -1.4516
H  2.3413  1.1353  -1.7584
H  0.7585  0.2858  -1.5914
H  1.1824  0.8156  1.0394
H  2.2961  2.0252  0.4128
H  -0.2860  2.2338  2.0102
H  0.9991  3.1863  1.7782
H  -0.8658  1.4964  -1.5395
H  -3.2453  0.7889  -1.8965
H  -4.0795  -0.0678  -0.5641
H  -2.3764  -0.4900  -1.0511
C  -0.7784  -3.1491  -6.8401
O  -0.9920  -3.4987  -5.4499
P  -1.6135  -2.3382  -4.4081
O  -0.7692  -2.6037  -3.2125
O  -3.0539  -3.0745  -4.2972
C  -3.8194  -3.2751  -5.4867
O  -2.3014  -0.8800  -3.9674
C  -1.4417  0.2655  -4.0394
H  0.2313  -3.4435  -7.1211
H  -1.4916  -3.6896  -7.4636
H  -0.8911  -2.0788  -7.0181
H  -3.6700  -4.2949  -5.8453
H  -3.5442  -2.5713  -6.2765
H  -4.8711  -3.1370  -5.2465
H  -1.0683  0.4074  -5.0531
H  -0.6015  0.1515  -3.3507
H  -2.0201  1.1425  -3.7539
C  2.0685  -1.6634  7.4824
O  2.3655  -1.7711  6.0691
P  1.9245  -0.5090  5.0503
O  1.4241  -1.2927  3.8907
O  3.4618  -0.0336  4.8269
C  4.2324  0.3578  5.9628
O  1.3725  1.0146  4.6536
C  -0.0368  1.2508  4.8324
H  1.5731  -2.5782  7.8042
H  2.9984  -1.5488  8.0412
H  1.4154  -0.8180  7.7032
H  4.8599  -0.4772  6.2799
H  3.6023  0.6728  6.7987
H  4.8723  1.1892  5.6751
H  -0.3245  1.0965  5.8723
H  -0.6188  0.5923  4.1852
H  -0.2404  2.2848  4.5616

Calculated values
HOMO energy: -9.82 eV
E_LUMO: -1.406 eV
electronic energy: -2627.6423 a.u.
SMILES: CCC[C@@]1(N)OC(=O)O[C@@H]1S(C)(=O)=O.COP(=O)(OC)OC.COP(=O)(OC)OC

Results of the natural (NBO) charge analysis, in e, for atoms 1 through 4:
1. C -0.60
2. C -0.40
3. C -0.44
4. C 0.36

---

DFT (ωB97M-V/def2-TZVPD) results for a cluster of 4 separate species, C13H31NO5P2 in total at a distorted geometry.

Atoms and positions in Å:
C  4.2490  -0.3876  -4.8659
C  3.0693  -0.8476  -5.9059
C  1.9365  -1.8688  -5.2191
C  2.6761  -3.3690  -5.2214
P  0.4197  -1.8090  -6.3871
P  -1.4400  -2.3526  -5.3933
N  -1.6000  -3.9806  -5.1915
O  -1.5817  -1.5610  -3.8127
O  -2.7699  -1.8197  -6.3898
H  4.7143  -1.2595  -4.2266
H  3.9463  0.5443  -4.1854
H  5.1455  0.0205  -5.5406
H  3.5991  -1.3313  -6.8434
H  2.4912  0.1248  -6.2532
H  1.7119  -1.6164  -4.0997
H  2.0250  -4.1654  -5.7789
H  3.7648  -3.2690  -5.6638
H  2.8039  -3.7498  -4.1130
H  0.3319  -0.3965  -6.7795
H  -2.4639  -4.2407  -5.7482
H  -1.4850  -0.5667  -3.9501
H  -2.4456  -1.0248  -6.9337
C  -0.5717  -2.4327  -1.0764
C  -0.0193  -2.2094  0.3059
C  -0.8738  -2.6314  1.4711
O  1.0879  -1.7018  0.4768
H  0.1532  -2.0805  -1.8181
H  -0.7479  -3.4991  -1.2384
H  -1.5005  -1.8702  -1.2006
H  -1.0634  -3.7067  1.4226
H  -1.8161  -2.0778  1.4604
H  -0.3478  -2.4100  2.4058
C  -0.4524  2.2158  4.7323
C  -0.2103  0.7662  4.4065
C  0.6460  0.4583  3.2073
O  -0.6933  -0.1322  5.0938
H  -1.0868  2.2865  5.6224
H  0.4981  2.7138  4.9397
H  -0.9639  2.7034  3.8987
H  1.6454  0.8780  3.3467
H  0.1834  0.8678  2.3057
H  0.7344  -0.6274  3.0937
C  -3.2447  4.1835  7.5334
C  -1.9474  4.8758  7.2111
C  -1.7298  6.2473  7.7922
O  -1.0977  4.3412  6.5005
H  -3.2631  3.2025  7.0467
H  -3.3309  4.0399  8.6134
H  -4.0842  4.7752  7.1597
H  -1.7485  6.1955  8.8837
H  -2.5019  6.9308  7.4302
H  -0.7514  6.6243  7.4759

Calculated values
HOMO energy: -8.83 eV
E_LUMO: 0.188 eV
electronic energy: -1627.4922 a.u.
SMILES: CC[C@H](C)PP(=N)(O)O.CC(C)=O.CC(C)=O.CC(C)=O

Results of the natural (NBO) charge analysis, in e, for atoms 1 through 4:
1. C -0.64
2. C -0.42
3. C -0.48
4. C -0.64

---

DFT (ωB97M-V/def2-TZVPD) results for a structure of composition C13H32Cl2N2O9PV at a distorted geometry.

Atoms and positions in Å:
O  -1.8858  -4.4520  1.1984
V  -0.8254  -3.9841  0.0398
O  0.6626  -4.2073  0.4910
C  -0.5529  0.4737  0.7802
C  -0.4090  -0.6159  -0.3165
O  -1.1426  -1.7834  -0.1542
H  -0.2147  1.3771  0.2726
H  0.0642  0.3979  1.6756
H  -1.5887  0.6213  1.0857
H  0.6239  -0.9558  -0.3917
H  -0.6065  -0.3246  -1.3481
C  -0.5798  4.9062  -3.0091
C  -1.8200  4.1684  -2.4728
O  -2.7235  3.9536  -3.3296
N  -1.8072  3.6940  -1.2170
C  -2.9660  3.1354  -0.5571
H  0.0907  4.0950  -3.2928
H  -0.0917  5.5335  -2.2633
H  -0.7392  5.3104  -4.0087
H  -1.0589  4.0084  -0.6159
H  -3.5322  2.5101  -1.2473
H  -3.6694  3.9047  -0.2385
H  -2.6528  2.6100  0.3451
C  1.6688  0.3764  -3.3779
C  0.6223  0.5992  -4.4181
O  0.8524  0.1087  -5.4933
N  -0.5244  1.2145  -4.1532
C  -1.5334  1.6043  -5.1242
H  1.4124  0.7772  -2.3973
H  2.5968  0.8383  -3.7150
H  1.8084  -0.6846  -3.1710
H  -0.8955  1.2994  -3.2177
H  -1.6078  2.6416  -5.4504
H  -2.4909  1.1785  -4.8242
H  -1.2637  1.1518  -6.0784
C  1.7792  -4.0365  3.4085
O  3.0559  -4.2413  2.7869
P  4.2578  -3.2559  3.1311
O  5.4422  -3.1460  2.2440
O  3.5248  -1.7738  3.2885
C  3.1471  -0.9397  2.1553
O  4.7561  -3.6020  4.5725
C  6.0684  -3.1757  5.1190
H  1.3485  -5.0076  3.6524
H  1.0128  -3.5519  2.8037
H  1.8040  -3.3646  4.2665
H  4.0000  -0.8490  1.4826
H  2.6767  -0.0962  2.6604
H  2.3839  -1.4410  1.5600
H  5.9731  -2.3877  5.8661
H  6.6993  -2.7839  4.3211
H  6.5529  -3.9679  5.6897
Cl  -4.0023  1.6431  2.6708
C  -4.3829  0.0555  2.0741
C  -4.8828  0.2036  0.5808
Cl  -6.3311  1.3911  0.5404
H  -5.1764  -0.3919  2.6726
H  -3.5821  -0.6724  2.2043
H  -5.3130  -0.7205  0.1947
H  -4.0325  0.6304  0.0489

Calculated values
net charge: +1
multiplicity: 2
HOMO energy (alpha / beta): -12.02 / -12.02 eV
E_LUMO (alpha / beta): -5.078 / -8.894 eV
electronic energy: -3506.5871 a.u.

Results of the natural (NBO) charge analysis, in e, for atoms 1 through 4:
1. O -0.51
2. V 1.61
3. O -0.47
4. C -0.64

---

DFT (ωB97M-V/def2-TZVPD) results for a cluster of 4 separate species, C13H32Cl2O6 in total at a distorted geometry.

Atoms and positions in Å:
C  -3.7941  -0.5905  -3.9624
O  -3.8475  0.0706  -2.7162
C  -3.8764  -0.8242  -1.6076
C  -3.7579  -0.1144  -0.2788
O  -2.4700  0.4340  -0.2101
C  -2.1441  0.9476  1.0241
H  -4.0310  0.1133  -4.7491
H  -4.4130  -1.4453  -3.9733
H  -2.7410  -0.8497  -4.2134
H  -3.1378  -1.6032  -1.6898
H  -4.8223  -1.3015  -1.5965
H  -3.9060  -0.8807  0.5622
H  -4.5096  0.6875  -0.1856
H  -2.1789  0.3058  1.9507
H  -2.7834  1.7992  1.2516
H  -1.1081  1.3049  0.9877
C  2.2548  1.6207  1.5116
O  1.0406  1.2440  2.2349
C  1.1871  1.6286  3.6242
C  0.7816  0.4619  4.5238
O  -0.5967  0.3790  4.3576
C  -1.0916  -0.9033  4.7182
H  3.0388  1.0246  1.8376
H  2.3033  2.6954  1.6011
H  2.1112  1.4324  0.4310
H  0.4871  2.4716  3.8049
H  2.1812  2.0075  3.8863
H  0.9588  0.6431  5.5758
H  1.2957  -0.4436  4.1330
H  -0.7062  -1.7396  4.0455
H  -2.1799  -0.9317  4.6584
H  -0.7382  -1.2197  5.6825
C  2.9978  1.8251  -2.3667
O  3.1377  0.7395  -1.4464
C  3.6622  -0.3929  -2.0815
C  2.8187  -1.1284  -3.0914
O  1.5436  -1.6044  -2.5116
C  0.4362  -0.6910  -2.5568
H  2.2604  2.5175  -1.9646
H  2.7383  1.5404  -3.3643
H  3.9192  2.4011  -2.4254
H  3.9509  -1.0449  -1.2721
H  4.5664  -0.0962  -2.5674
H  3.2714  -2.0127  -3.5475
H  2.5687  -0.4893  -3.9828
H  -0.2388  -1.1507  -1.7906
H  -0.1382  -0.7577  -3.5026
H  0.6224  0.2985  -2.4006
Cl  1.9812  -2.2465  1.6041
C  0.6503  -1.5204  0.6330
Cl  -0.7288  -2.6063  0.5737
H  0.2522  -0.6132  1.2475
H  0.9217  -1.3915  -0.4057

Calculated values
HOMO energy: -9.44 eV
E_LUMO: 0.802 eV
electronic energy: -1886.1570 a.u.
SMILES: COCCOC.COCCOC.COCCOC.ClCCl

Results of the natural (NBO) charge analysis, in e, for atoms 1 through 4:
1. C -0.24
2. O -0.54
3. C -0.08
4. C -0.07